[1]
C44H39N6O2P3ReSSe2 as an isolated structure in a non-equilibrium geometry, computed with wB97M-V/def2-TZVPD.

```
98
Properties=species:S:1:pos:R:3
Re -0.244 -0.049 -0.490
Se -5.206 -3.079 2.845
P -5.420 -2.829 0.783
C -6.688 -1.661 0.251
C -6.815 -1.290 -1.091
C -7.874 -0.492 -1.504
C -8.828 -0.088 -0.576
C -8.703 -0.455 0.757
C -7.626 -1.227 1.179
C -5.742 -4.340 -0.157
C -4.889 -5.431 0.034
C -5.145 -6.629 -0.612
C -6.259 -6.760 -1.436
C -7.126 -5.693 -1.601
C -6.872 -4.484 -0.965
C -3.790 -2.210 0.152
C -3.182 -0.994 -0.095
N -1.847 -1.271 -0.314
N -1.674 -2.601 -0.225
N -2.806 -3.158 0.051
P -3.689 0.694 -0.212
Se -1.760 1.824 -0.228
C -4.607 1.187 1.208
C -4.108 0.744 2.440
C -4.738 1.148 3.601
C -5.831 2.008 3.533
C -6.313 2.449 2.309
C -5.711 2.032 1.132
C -4.428 1.052 -1.791
C -4.832 2.360 -2.072
C -5.310 2.672 -3.335
C -5.364 1.692 -4.318
C -4.933 0.398 -4.045
C -4.456 0.074 -2.783
H -6.109 -1.661 -1.825
H -7.977 -0.221 -2.550
H -9.677 0.507 -0.897
H -9.452 -0.145 1.477
H -7.525 -1.535 2.213
H -4.050 -5.347 0.709
H -4.488 -7.476 -0.451
H -6.464 -7.705 -1.924
H -8.015 -5.803 -2.212
H -7.581 -3.678 -1.072
H -3.252 0.078 2.493
H -4.377 0.794 4.559
H -6.317 2.327 4.448
H -7.173 3.107 2.268
H -6.112 2.346 0.179
H -4.772 3.136 -1.317
H -5.642 3.681 -3.551
H -5.744 1.938 -5.303
H -4.989 -0.366 -4.813
H -4.142 -0.941 -2.564
O 0.694 -0.462 3.493
C 1.043 -0.328 2.367
O 0.103 -0.214 1.364
C 2.479 -0.264 1.939
P 2.995 -0.112 0.200
C 1.988 -1.409 -0.653
C 1.369 -2.475 0.025
C 1.040 -3.666 -0.636
C 1.315 -3.808 -1.976
C 1.890 -2.745 -2.689
C 2.221 -1.576 -2.045
C 2.238 1.465 -0.406
C 1.627 2.436 0.407
C 1.427 3.741 -0.056
C 1.822 4.093 -1.332
C 2.453 3.152 -2.145
C 2.667 1.870 -1.686
H 2.959 -1.160 2.335
H 2.937 0.561 2.487
H 1.225 -2.435 1.095
H 0.586 -4.475 -0.079
H 1.097 -4.743 -2.477
H 2.131 -2.864 -3.741
H 2.743 -0.799 -2.595
H 1.398 2.225 1.441
H 0.992 4.482 0.603
H 1.683 5.110 -1.681
H 2.831 3.444 -3.119
H 3.245 1.183 -2.294
C 1.673 1.901 -5.927
C 0.279 2.126 -5.320
C -0.119 1.007 -4.406
N -0.031 1.040 -3.133
N -0.439 -0.163 -2.541
C -0.817 -1.104 -3.428
N -1.254 -2.311 -3.138
S -0.697 -0.531 -5.035
H 1.937 2.736 -6.576
H 1.708 0.989 -6.528
H 2.428 1.822 -5.142
H -0.462 2.225 -6.114
H 0.254 3.040 -4.730
H -1.157 -2.687 -2.196
H -1.434 -2.966 -3.884
```

As for the HOMO-LUMO gap (spin up / spin down): 4.5 / 4.8 eV. Its expectation value of S² is 0.7649. Its LUMO energy (spin up / spin down) is -7.54 / -7.14 eV. The calculation puts the relative energy (zero: lowest compared OMol25 entry of this formula, charge and spin) at 195.21 kJ/mol. The total charge is +2. As for the spin multiplicity: 2.


[2]
C44H40As2Cl2N6O12Tl as an isolated structure in a non-equilibrium geometry, computed with wB97M-V/def2-TZVPD.

```
107
Properties=species:S:1:pos:R:3
Tl -0.912 -0.604 -1.461
Cl -6.923 -4.260 -2.826
C -5.846 -3.077 -2.161
C -4.531 -3.060 -2.594
C -3.632 -2.102 -2.119
N -2.386 -1.897 -2.688
C -1.975 -2.393 -3.862
O -2.451 -3.321 -4.510
C -0.859 -1.593 -4.509
C -0.287 -2.062 -5.686
C 0.602 -1.252 -6.370
C 0.884 0.012 -5.871
C 0.295 0.387 -4.675
N -0.547 -0.398 -4.010
C -4.057 -1.233 -1.082
C -5.392 -1.232 -0.701
C -6.290 -2.135 -1.247
Cl -7.949 -2.074 -0.761
N -3.083 -0.508 -0.367
C -3.202 -0.620 1.202
O -4.261 -1.074 1.700
C -1.875 -1.060 1.809
C -1.927 -0.484 3.222
C -1.587 -1.527 4.243
C -0.732 -2.490 3.927
C 0.038 -2.306 2.651
N -0.871 -2.032 1.499
H -4.199 -3.761 -3.341
H -0.569 -3.043 -6.041
H 1.069 -1.601 -7.282
H 1.556 0.687 -6.381
H 0.498 1.356 -4.233
H -5.729 -0.524 0.038
H -2.940 -0.135 3.408
H -2.176 -1.552 5.153
H -0.537 -3.342 4.567
H 0.646 -3.167 2.381
C 3.274 -1.863 2.910
C 2.273 -1.006 2.131
O 2.183 -1.422 0.825
C 0.888 -1.028 2.825
C 0.135 0.090 2.095
C 0.966 2.475 1.408
N -0.683 -0.643 1.112
N -2.983 0.948 1.240
C -2.888 1.008 -0.264
O -1.738 1.389 -0.850
C -4.059 1.813 -0.826
C -4.439 1.636 -2.153
C -5.450 2.412 -2.698
C -6.073 3.384 -1.929
C -5.675 3.582 -0.615
C -4.673 2.797 -0.062
H 2.838 -2.852 3.068
H 4.182 -1.989 2.326
H 3.506 -1.422 3.882
H 1.006 -0.829 3.877
H 1.845 3.024 1.069
H 0.115 2.687 0.763
H 0.709 2.819 2.408
H -3.936 0.892 -2.758
H -5.750 2.261 -3.728
H -6.863 3.992 -2.355
H -6.149 4.349 -0.014
H -4.356 2.920 0.964
C -1.726 2.013 4.710
O -0.657 1.570 3.888
C -1.053 0.736 2.862
O -1.838 1.527 1.938
C 1.248 0.982 1.438
C 2.567 0.550 2.134
As 4.199 1.321 1.171
C 5.632 0.380 2.160
C 4.316 0.289 -0.481
C 3.230 -0.060 -1.163
As 1.454 0.218 -0.423
C 1.285 1.904 -1.502
C 3.252 -0.564 -2.566
O 3.388 0.139 -3.539
O 3.023 -1.879 -2.609
C 3.082 -2.502 -3.892
C 5.630 0.170 -1.154
O 5.922 -0.623 -2.013
O 6.513 1.065 -0.657
C 7.810 1.057 -1.256
C 2.766 1.254 3.467
O 3.497 2.220 3.579
O 2.114 0.783 4.528
C 2.236 1.532 5.736
H -1.331 2.819 5.325
H -2.082 1.203 5.353
H -2.552 2.387 4.101
H 6.566 0.914 1.999
H 5.739 -0.640 1.798
H 5.411 0.377 3.225
H 1.985 2.655 -1.132
H 0.267 2.292 -1.479
H 1.569 1.653 -2.524
H 4.116 -2.770 -4.112
H 2.715 -1.829 -4.662
H 2.462 -3.392 -3.836
H 8.463 1.607 -0.584
H 7.773 1.545 -2.230
H 8.158 0.035 -1.389
H 1.424 1.193 6.374
H 2.155 2.598 5.537
H 3.199 1.332 6.207
```

As for the HOMO-LUMO gap: 6.5 eV. Its LUMO energy is 1.23 eV. The calculation puts the relative energy (zero: lowest compared OMol25 entry of this formula, charge and spin) at 560.19 kJ/mol. The total charge is -1.


[3]
C44H40ClN6OPPbSSe3Te as an isolated structure, computed with wB97M-V/def2-TZVPD.

```
99
Properties=species:S:1:pos:R:3
Pb -0.167 -0.695 -0.602
S 4.502 6.450 -2.369
N 4.905 4.917 -2.673
C 3.979 4.162 -2.117
C 3.946 2.713 -2.128
C 4.924 1.948 -2.764
C 4.828 0.580 -2.721
C 3.742 0.016 -2.052
N 2.807 0.723 -1.441
C 2.895 2.059 -1.463
C 1.860 2.836 -0.741
N 0.917 2.165 -0.060
C 0.001 2.844 0.608
C -0.064 4.238 0.623
C 0.891 4.942 -0.066
C 1.887 4.242 -0.749
C 2.965 4.913 -1.450
N 3.148 6.216 -1.521
H 5.739 2.455 -3.268
H 5.567 -0.053 -3.194
H 3.620 -1.059 -2.023
H -0.718 2.240 1.151
H -0.856 4.739 1.167
H 0.901 6.025 -0.089
Se -4.213 2.136 0.822
Se -4.618 0.509 -0.753
C -3.251 0.772 -2.114
C -3.395 0.042 -3.291
C -2.565 0.349 -4.354
C -1.608 1.337 -4.203
C -1.502 1.961 -2.975
N -2.317 1.700 -1.948
C -4.120 1.028 2.419
C -5.285 0.785 3.136
C -5.191 0.045 4.304
C -3.957 -0.441 4.694
C -2.862 -0.178 3.888
N -2.931 0.566 2.781
H -4.141 -0.741 -3.365
H -2.664 -0.185 -5.292
H -0.936 1.595 -5.011
H -0.738 2.711 -2.790
H -6.231 1.169 2.782
H -6.077 -0.151 4.896
H -3.853 -1.022 5.602
H -1.882 -0.572 4.124
Se 0.570 -1.192 -3.221
C -0.545 -2.404 -4.208
C -1.440 -3.276 -3.593
C -2.162 -4.196 -4.347
C -2.005 -4.248 -5.726
C -1.149 -3.348 -6.348
C -0.426 -2.428 -5.598
H -1.568 -3.236 -2.522
H -2.844 -4.875 -3.847
H -2.540 -4.988 -6.311
H -1.040 -3.362 -7.426
H 0.242 -1.729 -6.088
Te 1.261 -2.643 1.271
C 3.317 -3.133 0.992
C 4.067 -3.450 2.120
C 5.381 -3.883 1.989
C 5.953 -3.995 0.729
C 5.205 -3.683 -0.399
C 3.889 -3.260 -0.268
C 0.751 -4.488 0.331
C 0.727 -4.601 -1.055
C 0.427 -5.821 -1.651
C 0.165 -6.934 -0.864
C 0.184 -6.823 0.521
C 0.467 -5.601 1.117
H 3.612 -3.376 3.102
H 5.953 -4.150 2.870
H 6.976 -4.336 0.627
H 5.644 -3.780 -1.386
H 3.296 -3.049 -1.151
H 0.923 -3.735 -1.682
H 0.397 -5.892 -2.731
H -0.056 -7.886 -1.330
H -0.021 -7.690 1.138
H 0.458 -5.509 2.197
C 3.002 -0.298 4.888
P 2.822 0.643 3.357
C 4.400 1.478 3.087
C 1.689 2.005 3.699
O 2.427 -0.245 2.225
H 3.270 0.330 5.740
H 3.777 -1.047 4.715
H 2.061 -0.816 5.081
H 4.679 2.078 3.955
H 4.298 2.128 2.217
H 5.171 0.734 2.882
H 2.045 2.607 4.537
H 0.695 1.627 3.911
H 1.634 2.622 2.802
Cl -2.139 -2.799 1.541
C -1.991 -2.370 -0.223
H -2.984 -2.007 -0.479
H -1.874 -3.350 -0.682
```

As for the HOMO-LUMO gap: 6.4 eV. Its LUMO energy is -0.43 eV.


[4]
C44H40N8O3SbW as an isolated structure in a non-equilibrium geometry, computed with wB97M-V/def2-TZVPD.

```
97
Properties=species:S:1:pos:R:3
W -0.155 0.009 -0.046
C 2.672 -1.413 -1.376
N 1.656 -0.360 -1.392
C 1.567 0.294 -2.571
C 0.489 1.157 -2.756
C 0.092 2.007 -3.799
C -1.135 2.553 -3.418
C -1.446 2.046 -2.170
N -0.458 1.191 -1.722
C 2.072 -2.793 -1.236
C 1.556 -3.451 -2.347
C 1.051 -4.735 -2.237
C 1.064 -5.376 -1.010
C 1.570 -4.728 0.104
C 2.072 -3.442 -0.007
H 3.368 -1.259 -0.531
H 3.262 -1.362 -2.299
H 2.322 0.159 -3.336
H 0.604 2.154 -4.730
H -1.734 3.240 -3.988
H -2.349 2.174 -1.592
H 1.552 -2.959 -3.308
H 0.662 -5.241 -3.110
H 0.690 -6.384 -0.924
H 1.608 -5.240 1.056
H 2.519 -2.949 0.856
N -0.460 -2.318 1.598
N -1.085 -3.174 0.661
C -1.170 -2.774 -0.666
O -1.799 -3.402 -1.471
O -0.448 -1.696 -0.876
H 0.261 -2.841 2.105
H -1.137 -1.960 2.283
H -1.616 -3.979 0.962
N -10.267 0.208 0.482
C -9.126 0.150 0.400
C -7.715 0.086 0.315
C -6.942 0.836 1.205
C -5.567 0.791 1.124
C -4.945 -0.007 0.158
C -5.723 -0.758 -0.728
C -7.099 -0.713 -0.652
C -3.529 -0.035 0.074
C -2.312 -0.013 0.012
H -7.431 1.447 1.950
H -4.966 1.379 1.805
H -5.235 -1.366 -1.476
H -7.709 -1.289 -1.332
C 5.118 -0.753 5.293
C 4.989 0.539 4.806
C 4.115 0.808 3.765
C 3.368 -0.221 3.210
C 3.486 -1.512 3.711
C 4.362 -1.778 4.747
Sb 2.098 0.107 1.483
C 3.310 1.571 0.434
C 2.614 2.343 -0.496
C 3.296 3.121 -1.411
C 4.683 3.124 -1.412
C 5.381 2.357 -0.493
C 4.702 1.587 0.435
C 0.415 2.252 3.226
C 0.546 1.691 4.495
C 1.279 2.334 5.475
C 1.881 3.552 5.198
C 1.761 4.111 3.938
C 1.024 3.475 2.952
H 5.806 -0.958 6.098
H 5.577 1.338 5.234
H 4.006 1.812 3.378
H 2.904 -2.316 3.274
H 4.464 -2.786 5.123
H 1.519 2.320 -0.495
H 2.750 3.706 -2.138
H 5.216 3.715 -2.139
H 6.462 2.341 -0.503
H 5.240 0.984 1.150
H 0.031 0.763 4.698
H 1.359 1.912 6.465
H 2.420 4.075 5.972
H 2.208 5.072 3.734
H 0.905 3.948 1.987
C -2.542 4.736 2.282
N -1.992 3.474 1.858
C -1.986 2.286 2.690
C -0.625 1.651 2.281
O -0.605 0.289 2.176
N -0.425 2.179 0.899
C -1.148 3.284 0.826
N -1.015 4.199 -0.154
H -2.673 4.703 3.362
H -3.514 4.934 1.823
H -1.852 5.545 2.034
H -2.811 1.617 2.418
H -2.040 2.524 3.751
H -0.653 3.861 -1.039
H -1.722 4.913 -0.224
```

As for the HOMO-LUMO gap (spin up / spin down): 5.8 / 6.5 eV. Its expectation value of S² is 2.0178. Its LUMO energy (spin up / spin down) is -3.98 / -4.26 eV. The total charge is +1. As for the spin multiplicity: 3.